No. 1
133
Properties=species:S:1:pos:R:3 method="wB97M-V/def2-TZVPD" charge=+1 orbital_gap_ev=8.9 lumo_ev=-2.45
C 7.8054 -0.3646 0.5411
O 6.8502 0.0758 -0.4055
C 7.3822 0.2131 -1.7157
C 6.2872 -0.0376 -2.7682
C 5.6908 1.2816 -3.2991
C 5.2058 2.1659 -2.1129
C 4.0674 3.0821 -2.5703
C 3.6077 4.1425 -1.5212
C 2.1848 3.9005 -0.9632
C 1.9804 2.7154 -0.0096
P 3.1025 2.9467 1.4912
O 4.5720 2.3799 1.1365
O 2.5339 1.9904 2.6938
S 3.2020 4.7599 2.1338
O 2.3682 1.4559 -0.5601
C 1.4071 0.8668 -1.4092
C 1.9573 -0.5412 -1.7602
C 1.4554 -1.0960 -3.1066
C 0.2525 -2.0468 -3.0438
S 0.4645 -3.3993 -1.8714
O 0.0087 -4.5996 -2.5128
O 1.8163 -3.4907 -1.4007
O -0.5762 -3.1447 -0.6484
C 0.0163 0.7141 -0.7675
N -0.4591 2.0931 -0.3678
N -0.6611 2.9134 -1.5281
C -1.0701 4.2979 -1.1849
C -1.7873 2.3893 -2.3664
C -3.2010 2.3033 -1.7977
O -1.5378 2.0827 -3.4961
C 0.5732 2.5364 0.6011
C 0.0839 3.5906 1.5965
O -1.2624 3.2922 1.9844
C -1.3046 2.1216 2.7028
C -2.0592 1.0250 2.2663
C -2.0556 -0.1712 2.9825
C -1.3097 -0.3092 4.1519
C -0.5818 0.7899 4.6066
C -0.5920 1.9729 3.8882
H 8.8285 -0.1607 0.2153
H 7.6569 0.1492 1.4883
H 7.6910 -1.4458 0.6705
H 7.7613 1.2352 -1.8258
H 8.1997 -0.5008 -1.8425
H 5.5082 -0.6276 -2.2809
H 6.7172 -0.6302 -3.5760
H 4.7866 1.0054 -3.8494
H 6.4104 1.8278 -3.9055
H 6.0427 2.7163 -1.6847
H 4.8444 1.4668 -1.3623
H 3.2085 2.4357 -2.7641
H 4.3645 3.5520 -3.5076
H 3.5218 5.0727 -2.0888
H 4.3530 4.3315 -0.7539
H 1.8806 4.8084 -0.4390
H 1.5457 3.8491 -1.8458
H 5.1172 2.6193 1.9047
H 2.9571 1.1169 2.6322
H 1.3317 1.4162 -2.3502
H 1.7231 -1.1847 -0.9092
H 3.0419 -0.4440 -1.7615
H 1.1676 -0.2654 -3.7524
H 2.2799 -1.6467 -3.5517
H -0.6974 -1.5453 -2.8471
H 0.1580 -2.5359 -4.0107
H -0.7791 -2.2033 -0.5566
H 0.0093 0.0601 0.1037
H -0.6371 0.2363 -1.4980
H -1.3695 1.9555 0.0999
H -1.7373 4.6750 -1.9579
H -0.2429 4.9966 -1.1160
H -1.6654 4.3067 -0.2642
H -3.8386 1.8110 -2.5268
H -3.5795 3.3249 -1.7177
H -3.2576 1.8481 -0.8069
H 0.7196 1.6725 1.2576
H 0.6863 3.6096 2.4973
H 0.0603 4.5877 1.1636
H -2.6694 1.0817 1.3682
H -2.6266 -1.0441 2.6728
H -1.2854 -1.2440 4.6909
H 0.0050 0.6699 5.5162
H 0.0065 2.7979 4.2495
C 2.5596 -4.0542 0.9722
Cl 1.4451 -5.3837 0.6672
Cl 1.7034 -2.6735 1.6753
Cl 3.8748 -4.5661 2.0301
H 2.9841 -3.7416 0.0275
C 1.1431 -1.9771 7.0152
Cl 0.8982 -0.2970 7.4987
Cl -0.3655 -2.8846 7.1390
Cl 1.7836 -2.0519 5.3764
H 1.8669 -2.4219 7.6854
C -6.8352 1.4589 -4.0541
Cl -7.9471 2.8096 -4.2165
Cl -5.2370 1.8638 -4.7056
Cl -6.6977 0.9573 -2.3654
H -7.2286 0.6267 -4.6224
C 1.1206 3.6123 8.8237
Cl 2.5939 2.6979 9.1462
Cl 1.4705 5.3318 8.6667
Cl 0.3186 3.0047 7.3677
H 0.4471 3.4770 9.6595
C 5.8213 0.7259 5.6447
Cl 6.1899 -0.7919 4.8272
Cl 5.5489 2.0309 4.4777
Cl 4.4148 0.5446 6.6911
H 6.6701 0.9979 6.2579
C -4.6844 -3.5310 3.2622
Cl -3.6945 -3.1126 1.8537
Cl -4.1622 -2.6279 4.6857
Cl -6.3879 -3.2405 2.9278
H -4.5510 -4.5859 3.4621
C -3.1758 -5.0211 -2.5312
Cl -2.8503 -6.5112 -3.4061
Cl -3.6651 -3.7356 -3.6362
Cl -4.4226 -5.2800 -1.3078
H -2.2707 -4.7091 -2.0337
C -11.3785 0.2715 -4.4973
Cl -9.7175 -0.3320 -4.4555
Cl -11.6268 1.4996 -3.2551
Cl -11.7692 0.9086 -6.0939
H -12.0407 -0.5586 -4.2910
C -7.6541 -3.8680 -4.4365
Cl -8.7007 -4.0600 -5.8408
Cl -7.0178 -2.2184 -4.3542
Cl -8.5132 -4.2727 -2.9521
H -6.8152 -4.5444 -4.5400
C -5.6240 -8.9387 -1.6883
Cl -6.8686 -8.6552 -0.4685
Cl -4.7848 -10.4601 -1.3856
Cl -6.3196 -8.9174 -3.3096
H -4.9012 -8.1355 -1.6239

=====

No. 2
20
Properties=species:S:1:pos:R:3 method="wB97M-V/def2-TZVPD" charge=+2 orbital_gap_ev="3.8 / 7.9" spin_multiplicity=2 s2=0.750 lumo_ev="-9.87 / -9.87"
C 2.6604 -0.2836 -0.0458
O 3.8890 -0.5181 -0.0268
O 2.1855 0.8762 -0.0097
Mg 5.0944 -2.0019 -0.4619
O 0.6316 -0.2002 1.8587
C -0.3940 -1.0929 1.8862
C -1.0934 -1.1652 0.5807
O -1.0395 -0.0605 -0.0375
C -1.7243 0.4311 -1.2221
C -1.4548 1.9399 -1.1735
O -0.1369 2.1983 -0.8585
Al 0.5957 1.1319 0.4760
H -1.2086 -0.9102 2.6278
H -0.0787 -2.1404 2.1038
H -1.9284 -1.8503 0.3830
H 1.8911 -1.1706 -0.2319
H -2.7763 0.1314 -1.1584
H -1.2052 -0.0342 -2.0684
H -2.1682 2.3875 -0.4518
H -1.7395 2.3315 -2.1698

=====

No. 3
15
Properties=species:S:1:pos:R:3 method="wB97M-V/def2-TZVPD" charge=0 orbital_gap_ev=8.7 smiles="O=[N+]([O-])c1ccc(/C=N/O)o1" lumo_ev=-0.29
O 3.9344 0.2241 -0.0239
N 3.1194 -0.5755 -0.0368
O 3.1370 -1.8058 0.0182
C 1.7414 -0.0492 0.0122
C 1.3536 1.2608 -0.0297
C -0.0984 1.2647 -0.0165
C -0.4193 -0.0763 -0.0077
C -1.7560 -0.7527 0.0604
N -2.7224 -0.0120 0.0264
O -3.7815 -0.8085 -0.0472
O 0.6646 -0.8982 0.0104
H 1.9231 2.0408 0.0929
H -0.7619 2.1696 0.1257
H -1.6298 -1.8197 -0.0731
H -4.7040 -0.1622 -0.1112

=====

No. 4
17
Properties=species:S:1:pos:R:3 method="wB97M-V/def2-TZVPD" charge=0 orbital_gap_ev=10.1 smiles="C#CCN.COC=O" lumo_ev=0.80
C -0.0624 1.7211 -1.6255
C -0.7635 0.7643 -1.4465
C -1.6555 -0.4456 -1.5481
N -1.5024 -1.4333 -0.5128
H 0.5634 2.5610 -1.7285
H -2.6835 -0.0758 -1.5333
H -1.4550 -0.9160 -2.5179
H -1.7193 -1.0295 0.3972
H -0.5410 -1.7597 -0.4769
C 2.0211 -0.5125 1.5540
O 1.1168 -0.1060 0.5373
C 0.1831 0.7969 0.9807
O -0.8428 0.4753 1.5101
H 2.7161 -1.2015 1.0817
H 1.4918 -1.0201 2.3672
H 2.5667 0.3465 1.9589
H 0.5664 1.8349 1.0025

=====

No. 5
20
Properties=species:S:1:pos:R:3 method="wB97M-V/def2-TZVPD" charge=0 orbital_gap_ev=7.5 lumo_ev=-0.12
C -1.5407 0.5656 0.3166
C 0.4033 1.6650 1.2429
N 1.0999 0.5856 1.1319
N -0.8450 1.7957 0.7527
N 0.9175 2.8352 1.7240
H 0.7765 -0.2367 0.5234
H 2.0738 0.4158 1.3119
H -1.3924 2.6127 0.9452
H 0.4735 3.6783 1.4058
H 1.7666 2.9435 2.2474
H -0.8923 -0.0715 -0.3001
H -2.3997 0.8124 -0.3118
H -1.8822 0.0605 1.2109
C -0.3030 -2.9281 -1.8024
C 0.8673 -1.9108 -1.7453
O 1.0499 -1.3858 -0.5887
O 1.6050 -1.8277 -2.7177
H 0.0083 -3.9620 -1.9460
H -1.0092 -2.7150 -2.5964
H -0.7773 -2.9325 -0.8044

=====

No. 6
109
Properties=species:S:1:pos:R:3 method="wB97M-V/def2-TZVPD" charge=-2 orbital_gap_ev="3.7 / 3.7" lumo_ev="3.58 / 3.58"
Ba -0.0530 -0.6948 -1.0076
O 0.2067 1.2822 -5.2367
C -0.1111 0.8991 -3.9397
O 0.7013 0.1471 -3.3379
C -1.3149 1.4085 -3.4041
C -2.1381 2.3335 -4.0941
C -3.2364 2.8341 -3.4379
C -3.4997 2.4409 -2.1233
C -2.6463 1.5142 -1.4843
N -1.5963 0.9897 -2.1252
C -2.5107 -0.0554 0.4672
O -2.7686 -0.1842 1.7964
O -2.0393 -1.0495 -0.1489
H 1.0466 0.8425 -5.4108
H -1.8861 2.6329 -5.1022
H -3.9032 3.5291 -3.9387
H -4.3703 2.8027 -1.5919
H -2.0775 -0.8013 2.1631
C 4.5042 -3.8714 4.5340
C 3.1897 -4.5993 4.2352
C 3.3574 -6.1177 4.2158
C 4.2687 -6.5382 3.0683
C 3.8304 -5.8960 1.7771
C 4.2105 -6.4832 0.5452
C 3.8011 -5.8867 -0.6264
F 4.1561 -6.4770 -1.8074
C 3.0508 -4.7357 -0.6608
C 2.6565 -4.1310 0.5613
C 1.8860 -2.9296 0.5456
O 1.6439 -2.3179 -0.5697
C 1.3674 -2.4819 1.8140
C 1.7537 -3.0914 2.9545
N 2.6373 -4.1527 2.9738
C 3.0539 -4.7438 1.7830
C 0.3121 -1.3895 1.8811
O -0.6510 -1.5999 2.6534
O 0.4798 -0.3721 1.1595
H 4.9529 -4.2423 5.4593
H 4.3178 -2.8018 4.6361
H 5.2084 -4.0140 3.7134
H 2.4683 -4.3392 5.0142
H 2.3733 -6.5724 4.0754
H 3.7517 -6.4554 5.1774
H 4.2528 -7.6257 2.9556
H 5.3060 -6.2615 3.2964
H 4.7979 -7.3927 0.5250
H 2.7382 -4.2849 -1.5925
H 1.3754 -2.7772 3.9181
Br 3.1074 -3.7356 -5.5235
C 1.6439 -3.9423 -4.3185
C 1.1288 -5.2025 -4.0701
C 0.0557 -5.2631 -3.1903
C -0.4190 -4.0983 -2.6174
N 0.1004 -2.8933 -2.8534
C 1.1195 -2.8217 -3.7078
H 1.5489 -6.0861 -4.5273
H -0.3928 -6.2180 -2.9507
H -1.2476 -4.1148 -1.9178
H 1.5118 -1.8274 -3.8948
C 3.0103 3.7546 -5.0788
C 2.7828 3.8105 -3.5705
C 2.9230 2.4831 -2.8902
N 2.4310 2.2040 -1.7410
N 2.6660 0.9423 -1.2974
C 3.3752 0.2315 -2.1239
N 3.7981 -1.0393 -1.9147
S 3.8399 1.1403 -3.5668
H 2.9140 4.7487 -5.5170
H 2.2749 3.1007 -5.5494
H 4.0073 3.3708 -5.3049
H 1.7792 4.1800 -3.3539
H 3.4888 4.5107 -3.1123
H 3.1500 -1.6011 -1.3251
H 4.1146 -1.5313 -2.7349
C -2.8688 1.1736 -0.0902
Ge -3.1980 2.6566 1.0893
C -2.5056 2.5950 2.9383
C -3.1595 3.2513 3.9766
C -2.6032 3.3057 5.2490
C -1.3807 2.6986 5.4960
C -0.7185 2.0429 4.4654
C -1.2721 1.9971 3.1954
C -2.1708 4.2016 0.3676
C -0.9489 3.9252 -0.2479
C -0.1061 4.9418 -0.6705
C -0.4741 6.2687 -0.4865
C -1.6811 6.5643 0.1318
C -2.5143 5.5381 0.5594
C -5.1265 3.1559 1.2364
C -5.7378 4.1331 0.4532
C -7.1129 4.3241 0.4900
C -7.9042 3.5345 1.3123
C -7.3136 2.5519 2.0964
C -5.9392 2.3683 2.0537
H -4.1194 3.7235 3.7898
H -3.1233 3.8236 6.0481
H -0.9473 2.7368 6.4893
H 0.2319 1.5562 4.6509
H -0.7486 1.4744 2.4024
H -0.6427 2.8960 -0.3980
H 0.8407 4.6876 -1.1322
H 0.1798 7.0704 -0.8120
H -1.9690 7.5985 0.2906
H -3.4471 5.7850 1.0588
H -5.1269 4.7476 -0.2003
H -7.5738 5.0839 -0.1317
H -8.9784 3.6794 1.3358
H -7.9313 1.9229 2.7273
H -5.4753 1.5944 2.6581

=====

No. 7
30
Properties=species:S:1:pos:R:3 method="wB97M-V/def2-TZVPD" charge=+2 orbital_gap_ev=7.6 lumo_ev=-7.01
C -9.0654 2.0059 0.5952
C -9.4056 1.7173 -0.6806
C -9.3608 -0.6882 -1.5134
C -8.8195 -0.3817 1.1003
C -8.8635 0.9460 1.5902
C 7.9035 -1.3192 1.7031
C 8.8073 -0.1154 -1.7630
C 6.8081 0.5374 -0.6112
C 8.6869 -0.4985 0.7023
C 8.1233 0.0311 -0.5426
N -9.0933 -1.4751 0.7081
N -9.1488 -1.7506 -0.6025
N -9.4099 0.4619 -1.0610
H -8.7785 3.0054 0.8940
H -9.7463 2.4615 -1.3908
H -9.7113 -0.9171 -2.5205
H -7.9814 1.1471 2.1747
H -9.7124 0.9037 2.2847
H 8.4792 -1.4725 2.6040
H 6.9229 -0.8772 1.8803
H 7.8229 -2.3267 1.3603
H 9.6093 -1.0029 -1.6513
H 9.4505 0.7321 -1.9278
H 7.9013 -0.0495 -2.4604
H 6.3678 1.0238 -1.5477
H 6.0929 -0.1810 -0.3189
H 6.7281 1.4169 0.1114
H 9.6090 -0.9485 0.4228
H 9.0102 0.3008 1.3535
H -9.2265 -2.6869 -0.8931

=====

No. 8
10
Properties=species:S:1:pos:R:3 method="wB97M-V/def2-TZVPD" charge=0 orbital_gap_ev=7.5 lumo_ev=0.39
H 2.4525 -0.0778 -0.2053
C -1.3789 0.2227 0.0188
O -0.0187 0.4959 0.2412
C 0.9375 -0.5609 0.0295
H -1.8714 1.2036 -0.0096
H -1.5456 -0.2897 -0.9421
H -1.7361 -0.4314 0.8304
H 0.7253 -1.1014 -0.9080
H 0.8667 -1.2340 0.8999
Hg 1.5686 1.7730 0.0453

=====

No. 9
23
Properties=species:S:1:pos:R:3 method="wB97M-V/def2-TZVPD" charge=0 orbital_gap_ev=7.8 smiles="Cn1cc(-c2ccccc2)[nH]c1=O" lumo_ev=0.17
C -3.5263 1.3438 0.6054
N -2.3105 0.5993 0.0226
C -0.9836 1.0465 0.1583
C -0.2299 -0.0919 -0.0662
C 1.1646 -0.0203 0.0901
C 1.7359 1.0591 -0.5195
C 3.1259 1.2217 -0.5027
C 3.9714 0.1834 0.1566
C 3.2862 -1.0112 0.4367
C 1.9346 -1.2347 0.2424
N -1.0220 -1.2316 -0.0521
C -2.3605 -0.8002 -0.1860
O -3.4225 -1.3252 -0.5483
H -3.0982 1.8716 1.6202
H -4.4775 0.7584 0.7986
H -3.5680 2.1610 -0.2326
H -0.5339 1.9139 0.7634
H 1.1869 1.7991 -1.1694
H 3.3615 2.1620 -1.1111
H 4.9587 0.1005 0.4196
H 3.6321 -1.8886 1.2209
H 1.4248 -2.0958 0.7128
H -0.8881 -1.9311 -0.9194

=====

No. 10
99
Properties=species:S:1:pos:R:3 method="wB97M-V/def2-TZVPD" charge=+1 orbital_gap_ev=6.5 lumo_ev=-4.62
O 2.9879 -1.6582 0.7252
B 2.2958 -1.4929 -0.4547
O 1.8134 -2.5639 -1.1453
C 2.1601 -0.0253 -1.1005
C 1.4596 0.9415 -0.2049
C 2.2068 1.9218 0.4542
N 1.6099 2.7877 1.2639
N 0.3293 2.8209 1.5319
C -0.4112 1.9218 0.9227
C 0.0884 0.9532 0.0274
C -0.8386 -0.0240 -0.6300
C -2.2683 0.4804 -0.8860
C -3.2489 0.2098 0.2670
I -5.0292 -0.7554 -0.3578
H 2.5885 -1.3667 1.5471
H 1.1583 -3.1203 -0.7171
H 3.1767 0.3404 -1.2560
H 1.6522 -0.1016 -2.0617
H 3.2778 2.0230 0.3390
H 2.1437 3.5124 1.7375
H -1.4648 1.9702 1.1623
H -0.8696 -0.9330 -0.0170
H -0.3894 -0.3249 -1.5776
H -2.2433 1.5532 -1.0938
H -2.6196 0.0122 -1.8026
H -3.5749 1.1288 0.7481
H -2.8008 -0.4156 1.0371
C 5.6313 -3.2592 -3.1409
C 5.0899 -2.2257 -2.3832
C 5.5293 -0.9281 -2.5636
C 6.5107 -0.6448 -3.5030
C 7.0621 -1.6788 -4.2556
C 6.6171 -2.9844 -4.0742
C 8.1412 -1.4080 -5.2538
O 8.6138 -2.3029 -5.9169
C 8.6100 0.0014 -5.3936
C 9.6408 0.2760 -6.2832
C 10.0893 1.5768 -6.4410
C 9.5077 2.6104 -5.7158
C 8.4811 2.3435 -4.8261
C 8.0312 1.0392 -4.6574
C 6.9411 0.7728 -3.6827
O 6.4112 1.6653 -3.0503
H 5.2847 -4.2743 -3.0016
H 4.3330 -2.4409 -1.6406
H 5.1324 -0.1082 -1.9817
H 7.0560 -3.7706 -4.6732
H 10.0790 -0.5393 -6.8420
H 10.8946 1.7879 -7.1320
H 9.8586 3.6256 -5.8453
H 8.0190 3.1347 -4.2521
C -1.9400 7.0600 9.3148
C -3.1494 6.6403 8.7726
C -3.2291 6.2914 7.4350
C -2.0983 6.3684 6.6306
C -0.8850 6.8013 7.1732
C -0.8099 7.1406 8.5186
C 0.3401 6.9187 6.3354
O 1.4011 7.2726 6.7982
C 0.2180 6.5813 4.8823
C 1.3321 6.7248 4.0642
C 1.2431 6.4090 2.7177
C 0.0421 5.9456 2.1884
C -1.0706 5.8064 2.9988
C -0.9861 6.1256 4.3476
C -2.2067 5.9749 5.2005
O -3.2361 5.5427 4.7291
H -1.8809 7.3276 10.3613
H -4.0315 6.5858 9.3965
H -4.1607 5.9593 6.9978
H 0.1379 7.4683 8.9230
H 2.2531 7.0905 4.4978
H 2.1084 6.5382 2.0777
H -0.0258 5.7038 1.1347
H -2.0149 5.4535 2.6066
C -7.8313 -3.4514 0.5058
C -8.2297 -3.1662 -0.7967
C -8.0306 -4.0944 -1.8047
C -7.4237 -5.3109 -1.5152
C -7.0113 -5.5910 -0.2121
C -7.2230 -4.6600 0.7980
C -6.3281 -6.8759 0.1238
O -5.9689 -7.1144 1.2565
C -6.0975 -7.8444 -0.9856
C -5.4358 -9.0353 -0.7100
C -5.2197 -9.9555 -1.7215
C -5.6665 -9.6932 -3.0120
C -6.3235 -8.5075 -3.2934
C -6.5382 -7.5773 -2.2833
C -7.2323 -6.3007 -2.6171
O -7.6243 -6.0689 -3.7396
H -7.9936 -2.7254 1.2921
H -8.6990 -2.2170 -1.0231
H -8.3394 -3.8948 -2.8218
H -6.9037 -4.8998 1.8030
H -5.1015 -9.2247 0.3009
H -4.7047 -10.8823 -1.5056
H -5.5015 -10.4173 -3.7990
H -6.6780 -8.2858 -4.2906

=====

No. 11
21
Properties=species:S:1:pos:R:3 method="wB97M-V/def2-TZVPD" charge=0 orbital_gap_ev=9.6 smiles=CC(C)NCN.O lumo_ev=0.95
C 1.6591 -0.5841 1.3559
C 0.5093 -0.6879 0.3249
C -0.5274 -1.6104 1.0690
N -0.2206 0.5822 -0.0134
C 0.1177 1.2484 -1.2292
N 1.2436 2.1369 -1.0274
H 2.0742 -1.6229 1.4319
H 1.2414 -0.1608 2.3098
H 2.4589 0.1218 1.3386
H 0.8215 -1.1633 -0.5284
H -0.9312 -1.0271 2.1137
H 0.1453 -2.5029 1.1243
H -1.4132 -1.8114 0.4092
H -0.4099 1.2767 0.7264
H -0.8491 1.7463 -1.6697
H 0.3117 0.5173 -2.0068
H 1.1902 2.9360 -0.4874
H 2.0666 2.3808 -1.7715
O -3.3614 -0.8862 -0.9968
H -3.4823 -0.4647 -1.8486
H -2.6444 -0.4245 -0.6245